(A)
Below is the ion C5H8NO with charge +1, with properties calculated with ωB97M-V/def2-TZVPD.

Calculated values
total charge	+1
E_LUMO	-0.1993	Ha
gap between HOMO and LUMO	8.8396	eV

Each line ends with the Löwdin charge.
CARTESIAN COORDINATES (ANGSTROEM)
C: -1.81512 -0.47127 -0.06260  -0.050
C: -1.94306 1.61056 1.09267  0.031
C: -0.66810 -0.89631 0.36395  0.024
C: 1.51358 -0.34721 -1.32065  -0.012
C: 1.74189 -0.64023 0.20971  -0.065
N: -2.06041 0.89161 0.07357  0.029
O: 0.44136 -1.11535 0.81614  0.137
H: -2.57428 -0.93105 -0.69108  0.160
H: -1.96940 2.79000 1.01057  0.144
H: -1.66917 1.32755 2.06147  0.073
H: 1.37573 -1.33140 -1.73498  0.093
H: 0.61352 0.17742 -1.33348  0.041
H: 2.46554 0.19973 -1.54424  0.126
H: 2.07188 0.14893 0.90688  0.148
H: 2.47603 -1.41297 0.15207  0.119


(B)
Below is a structure of composition C5H8NO, with properties calculated with ωB97M-V/def2-TZVPD.

Calculated values
total charge	+1
E_LUMO	-0.1415	Ha
gap between HOMO and LUMO	11.3281	eV

Each line ends with the Löwdin charge.
CARTESIAN COORDINATES (ANGSTROEM)
C: -0.16020 -0.49172 -0.37035  -0.029
C: 1.06541 1.10943 -0.16235  -0.212
C: -0.98072 0.30033 0.33856  -0.088
C: -2.41384 0.65947 -0.00691  -0.021
C: 2.20166 -1.15258 0.23913  0.070
N: 1.17094 -0.12811 -0.08100  -0.048
O: 1.19939 2.19312 -0.37947  0.371
H: -0.45611 -1.02533 -1.32146  0.181
H: -0.69584 0.75411 1.31373  0.158
H: -2.59654 0.01878 -0.95311  0.124
H: -2.51880 1.68700 -0.16245  0.075
H: -3.08071 0.36697 0.73632  0.067
H: 2.45426 -1.79120 -0.64518  0.123
H: 1.65851 -1.82523 0.88601  0.103
H: 3.15258 -0.67502 0.56852  0.127


(C)
Below is a cluster of 2 separate species, C5H8NO in total, with properties calculated with ωB97M-V/def2-TZVPD.

Calculated values
total charge	+1
E_LUMO (alpha / beta)	-0.1593 / -0.1759	Ha
gap between HOMO and LUMO (alpha / beta)	8.6087 / 7.3966	eV

Each line ends with the Löwdin charge.
CARTESIAN COORDINATES (ANGSTROEM)
C: -1.52127 0.70705 0.26021  -0.217
C: -1.51468 -0.76135 0.00292  -0.193
C: -0.19769 1.20035 -0.26621  -0.120
C: 3.55848 -0.28020 -0.08662  0.158
C: 0.63329 -0.08487 -0.03423  -0.029
N: -0.11309 -1.06476 0.17856  0.035
O: 2.61495 0.27858 0.27434  0.110
H: -2.43550 1.27399 -0.04704  0.136
H: -1.58652 0.81555 1.42476  0.156
H: -2.14558 -1.37932 0.77807  0.162
H: -1.92999 -0.96159 -1.15081  0.191
H: -0.24102 1.37114 -1.33802  0.125
H: 0.42017 2.02028 0.16442  0.132
H: 0.20990 -2.08072 0.29414  0.209
H: 4.24854 -1.05412 -0.45449  0.145


(D)
Below is the ion C5H8NO with charge +1, with properties calculated with ωB97M-V/def2-TZVPD.

Calculated values
total charge	+1
E_LUMO (alpha / beta)	-0.2267 / -0.2267	Ha
gap between HOMO and LUMO (alpha / beta)	8.6996 / 8.7006	eV

Each line ends with the Löwdin charge.
CARTESIAN COORDINATES (ANGSTROEM)
C: -1.22732 -1.63712 0.19504  -0.023
C: -1.40938 -0.27127 -0.48175  -0.143
C: 0.55997 1.09415 -1.29977  0.006
C: -0.00640 0.29884 -0.28946  -0.173
C: 0.90773 0.19110 0.96841  0.043
N: -0.52417 -1.23169 -0.97628  0.143
O: 1.52294 1.86159 -0.96981  0.175
H: -0.74352 -1.54732 1.07958  0.065
H: -1.91883 -2.43834 0.04265  0.133
H: -2.26221 0.17312 -1.01125  0.159
H: 0.20160 0.99441 -2.25135  0.147
H: 1.43743 1.04532 0.87999  0.043
H: 1.54981 -0.67259 0.86570  0.120
H: 0.39013 0.10470 1.83287  0.064
H: 2.08845 2.16234 -1.78876  0.242


Stability order, top to bottom: (B), (A), (D), (C)